No. 1
Density functional theory data (wB97M-V/def2-TZVPD) for a 3-piece molecular cluster, C2H12N2O2 overall at a distorted geometry.

```
18
Properties=species:S:1:pos:R:3
N 2.370 1.216 -0.174
C 1.054 1.645 -0.644
C 0.341 0.427 -1.195
N -0.408 -0.385 -0.226
H 2.289 0.581 0.610
H 3.040 1.914 0.118
H 1.039 2.428 -1.397
H 0.494 1.956 0.252
H -0.257 0.577 -2.109
H 1.150 -0.219 -1.566
H -1.221 -0.003 0.243
H -0.781 -1.178 -0.732
O 0.715 -2.011 1.554
H 0.137 -1.651 2.215
H 0.572 -1.352 0.822
O -3.377 -1.029 0.955
H -4.298 -1.311 0.862
H -2.861 -1.606 0.409
```

Results
* HOMO energy: -9.118 eV
* lowest unoccupied orbital energy: 0.58 eV
* SMILES string: NCCN.O.O

No. 2
Density functional theory data (wB97M-V/def2-TZVPD) for a 3-piece molecular cluster, C2H12N2O2 overall at a distorted geometry.

```
18
Properties=species:S:1:pos:R:3
C 0.700 0.351 -1.361
N -0.543 0.731 -0.710
C -0.515 0.315 0.672
N -1.636 0.904 1.444
H 0.919 -0.696 -1.120
H 0.563 0.394 -2.429
H 1.592 0.910 -1.047
H -0.597 1.749 -0.803
H 0.427 0.534 1.196
H -0.600 -0.779 0.661
H -2.456 0.698 0.889
H -1.697 0.320 2.271
O 4.909 -4.952 0.400
H 4.273 -4.330 0.034
H 4.364 -5.693 0.685
O -3.191 3.030 -0.598
H -2.552 3.596 -0.154
H -3.961 2.918 -0.030
```

Results
* HOMO energy: -8.972 eV
* lowest unoccupied orbital energy: 0.71 eV
* SMILES string: CNCN.O.O

No. 3
Density functional theory data (wB97M-V/def2-TZVPD) for a 4-piece molecular cluster, C2H12N2O3 overall at a distorted geometry.

```
19
Properties=species:S:1:pos:R:3
C 0.981 0.743 0.732
N -0.347 1.317 0.985
C -0.559 2.446 0.471
N 0.321 3.250 -0.224
H 1.022 0.587 -0.344
H 0.964 -0.132 1.363
H 1.794 1.374 1.105
H -1.552 2.894 0.497
H 1.302 3.075 -0.093
H 0.098 4.233 -0.202
O -1.762 -1.179 -5.610
H -1.008 -1.199 -6.212
H -1.640 -0.363 -5.109
O -2.104 -5.200 0.642
H -1.741 -4.820 -0.169
H -2.196 -6.131 0.398
O 1.916 0.011 3.878
H 2.773 -0.021 4.312
H 1.737 -0.886 3.581
```

Results
* HOMO energy: -9.036 eV
* lowest unoccupied orbital energy: 0.71 eV
* SMILES string: C/N=C\N.O.O.O

No. 4
Density functional theory data (wB97M-V/def2-TZVPD) for a 4-piece molecular cluster, C2H12N2O4 overall at a distorted geometry.

```
20
Properties=species:S:1:pos:R:3
N -0.622 0.185 -0.925
C -0.260 0.257 0.551
C 0.633 -0.909 0.811
N 0.217 -2.127 0.323
O 1.728 -0.807 1.336
H -1.423 0.801 -1.041
H 0.165 0.605 -1.414
H 0.264 1.188 0.778
H -1.257 0.259 1.004
H -0.559 -2.144 -0.314
H 0.826 -2.925 0.406
O 1.097 1.799 2.534
H 1.705 1.032 2.628
H 0.425 1.628 3.177
O 2.125 1.512 -2.672
H 2.500 2.148 -2.059
H 2.883 0.988 -2.964
O -3.726 -0.817 -0.661
H -2.888 -1.107 -0.224
H -3.834 -1.567 -1.274
```

Results
* HOMO energy: -9.557 eV
* lowest unoccupied orbital energy: 0.62 eV
* SMILES string: NCC(N)=O.O.O.O

No. 5
Density functional theory data (wB97M-V/def2-TZVPD) for a 4-piece molecular cluster, C2H12N2O4 overall at a distorted geometry.

```
20
Properties=species:S:1:pos:R:3
N -1.863 -1.110 1.801
C -1.525 -2.169 0.807
N -0.462 -1.504 0.015
C -0.151 -1.812 -1.298
O -0.744 -2.747 -1.831
H -2.576 -0.508 1.383
H -1.175 -0.462 2.069
H -2.565 -2.404 0.363
H -1.270 -3.048 1.340
H -0.232 -0.610 0.379
H 0.768 -1.512 -1.767
O 0.571 -0.038 2.220
H 0.690 0.210 3.270
H 0.802 0.796 1.876
O 0.742 5.869 -1.842
H 0.260 5.084 -2.150
H 1.651 5.654 -2.097
O 2.459 1.483 -0.329
H 2.406 0.666 0.088
H 3.353 1.786 -0.260
```

Results
* HOMO energy: -9.195 eV
* lowest unoccupied orbital energy: 0.00 eV
* SMILES string: NCNC=O.O.O.O

No. 6
Density functional theory data (wB97M-V/def2-TZVPD) for a 3-piece molecular cluster, C2H12N3O2 overall at a distorted geometry.

```
19
Properties=species:S:1:pos:R:3
C 0.406 -1.204 1.565
N 0.121 -1.714 0.204
C 0.034 -0.862 -0.817
N -0.273 -1.476 -2.043
N 0.381 0.405 -0.828
H 1.486 -1.177 1.764
H -0.181 -1.883 2.284
H -0.118 -0.107 1.634
H 0.174 -2.787 0.095
H -0.414 -2.442 -2.089
H -0.214 -0.966 -2.999
H 0.325 1.028 -1.690
H 0.623 0.868 0.017
H -1.840 1.918 1.283
H -2.310 2.285 -0.073
O -1.540 1.712 0.358
H 0.143 2.210 0.860
H 1.443 2.837 1.520
O 1.120 2.052 1.089
```

Results
* total charge: +1
* HOMO energy: -14.170 eV
* lowest unoccupied orbital energy: -2.95 eV

No. 7
Density functional theory data (wB97M-V/def2-TZVPD) for a 2-piece molecular cluster, C2H12N4 overall at a distorted geometry.

```
18
Properties=species:S:1:pos:R:3
N -0.613 -1.110 -3.162
C -0.351 -1.355 -1.764
N 0.979 -0.809 -1.280
H 0.151 -0.518 -3.526
H -0.648 -1.997 -3.701
H -1.169 -0.854 -1.261
H -0.383 -2.412 -1.384
H 0.877 0.203 -1.163
H 1.079 -1.108 -0.325
N -0.470 -0.027 2.578
C 0.307 1.318 2.358
N 0.428 1.865 0.946
H -1.469 0.116 2.239
H -0.085 -0.908 2.256
H -0.325 1.900 3.131
H 1.315 1.193 2.765
H -0.359 1.629 0.369
H 0.739 2.873 0.923
```

Results
* multiplicity: 2
* total charge: -1
* HOMO energy (alpha / beta): 1.259 / -5.312 eV
* lowest unoccupied orbital energy (alpha / beta): 4.36 / 4.27 eV

No. 8
Density functional theory data (wB97M-V/def2-TZVPD) for a 2-piece molecular cluster, C2H12N4 overall at a distorted geometry.

```
18
Properties=species:S:1:pos:R:3
N -0.411 -0.105 -3.387
C 0.031 0.371 -2.090
N -1.079 0.988 -1.332
H -0.890 -0.992 -3.257
H 0.432 -0.320 -3.902
H 0.694 1.201 -2.343
H 0.518 -0.337 -1.402
H -1.516 0.263 -0.759
H -1.820 1.212 -2.003
N -0.069 -0.126 3.214
C 0.460 0.211 1.946
N 1.221 -0.951 1.357
H -0.217 0.584 3.923
H -0.953 -0.631 3.194
H 1.211 0.964 2.204
H -0.335 0.501 1.246
H 0.656 -1.791 1.472
H 2.068 -1.042 1.919
```

Results
* multiplicity: 2
* total charge: +1
* HOMO energy (alpha / beta): -14.206 / -12.529 eV
* lowest unoccupied orbital energy (alpha / beta): -2.94 / -9.11 eV

No. 9
Density functional theory data (wB97M-V/def2-TZVPD) for C2H12N7 as an isolated structure at a distorted geometry.

```
21
Properties=species:S:1:pos:R:3
C -1.662 2.225 0.424
C -0.294 1.651 0.126
N 0.376 -2.377 0.174
N 1.312 -1.965 -0.562
N -0.212 0.967 -1.221
N -0.086 -3.581 -0.068
N 0.088 0.693 1.111
N 1.646 -0.681 -0.526
N 1.361 0.338 1.012
H -2.430 1.453 0.382
H -1.656 2.635 1.433
H -1.916 3.022 -0.264
H 0.482 2.424 0.121
H -0.046 1.622 -1.982
H 0.714 0.192 -1.085
H 0.384 -4.195 -0.727
H -0.624 -3.993 0.678
H -0.619 0.016 1.395
H 2.630 -0.543 -0.724
H -1.066 0.440 -1.416
H 1.616 -0.345 1.720
```

Results
* total charge: +1
* HOMO energy: -12.126 eV
* lowest unoccupied orbital energy: -3.32 eV

No. 10
Density functional theory data (wB97M-V/def2-TZVPD) for a 3-piece molecular cluster, C2H12NO2S overall at a distorted geometry.

```
18
Properties=species:S:1:pos:R:3
C 0.372 0.983 -0.456
C 1.838 1.107 -0.773
S 2.794 -0.447 -0.653
N 0.168 0.494 0.940
H -0.089 1.969 -0.538
H -0.143 0.304 -1.126
H 1.973 1.517 -1.777
H 2.370 1.863 -0.189
H 2.381 -0.946 -1.821
H 0.732 0.940 1.663
H -0.816 0.487 1.225
H 0.436 -0.507 0.927
H -3.056 -1.242 0.912
H -3.494 0.108 1.323
O -2.878 -0.315 0.704
H -0.818 -2.864 0.090
H -1.281 -1.449 -0.263
O -0.490 -2.001 -0.188
```

Results
* total charge: +1
* HOMO energy: -13.000 eV
* lowest unoccupied orbital energy: -3.27 eV

No. 11
Density functional theory data (wB97M-V/def2-TZVPD) for a 3-piece molecular cluster, C2H12NO2S overall at a distorted geometry.

```
18
Properties=species:S:1:pos:R:3
C 0.238 -0.181 0.481
C 1.720 0.188 0.259
S 2.217 0.600 -1.432
N -0.114 -1.584 -0.031
H -0.073 -0.210 1.520
H -0.345 0.464 -0.173
H 1.942 1.008 0.941
H 2.391 -0.643 0.524
H 1.298 -0.139 -2.097
H 0.599 -2.312 0.062
H -1.005 -1.926 0.378
H -0.381 -1.602 -1.018
H -3.530 -0.743 1.113
H -3.367 -1.933 0.312
O -2.894 -1.099 0.480
H 0.846 3.438 -1.090
H 0.227 3.660 0.245
O 0.230 3.013 -0.475
```

Results
* multiplicity: 2
* total charge: +2
* HOMO energy (alpha / beta): -19.092 / -18.950 eV
* lowest unoccupied orbital energy (alpha / beta): -8.09 / -12.93 eV

No. 12
Density functional theory data (wB97M-V/def2-TZVPD) for a 4-piece molecular cluster, C2H12NO3 overall at a distorted geometry.

```
18
Properties=species:S:1:pos:R:3
C -1.137 0.026 -0.235
C 0.335 1.897 -0.220
N -0.291 1.009 0.456
H -1.006 0.065 -1.314
H -2.185 0.205 -0.010
H -0.877 -0.970 0.109
H 0.327 1.805 -1.307
H 0.890 2.623 0.363
H 0.128 0.655 1.354
H 0.666 -4.074 1.594
H -0.639 -4.040 2.417
O -0.068 -3.494 1.854
H -0.621 2.938 -3.867
H 0.657 2.106 -3.898
O 0.016 2.498 -3.263
H 1.956 -0.730 2.257
H 0.816 -1.715 1.719
O 1.034 -0.802 1.989
```

Results
* total charge: +1
* HOMO energy: -15.191 eV
* lowest unoccupied orbital energy: -4.38 eV

No. 13
Density functional theory data (wB97M-V/def2-TZVPD) for a 4-piece molecular cluster, C2H12NO3 overall at a distorted geometry.

```
18
Properties=species:S:1:pos:R:3
C -0.652 0.567 -0.599
C 1.633 0.988 -0.219
N 0.580 1.243 -0.877
H -1.453 1.319 -0.476
H -0.894 0.160 0.376
H -1.101 0.000 -1.382
H 1.608 0.150 0.459
H 2.484 1.650 -0.257
H 0.529 1.817 -1.691
H -0.154 -2.957 3.087
H 0.370 -4.043 2.214
O 0.078 -3.126 2.166
H -0.231 -0.728 -3.821
H -1.509 0.170 -3.926
O -0.725 -0.018 -3.400
H -0.766 1.513 2.764
H 0.280 0.366 3.136
O -0.077 0.929 2.445
```

Results
* total charge: +1
* HOMO energy: -14.307 eV
* lowest unoccupied orbital energy: -4.50 eV

No. 14
Density functional theory data (wB97M-V/def2-TZVPD) for a 4-piece molecular cluster, C2H12NO4 overall at a distorted geometry.

```
19
Properties=species:S:1:pos:R:3
C -1.305 1.089 0.576
N -0.741 -0.027 -0.195
C 0.194 0.421 -1.268
O 0.988 1.515 -0.939
H -2.217 0.784 1.104
H -1.518 1.954 -0.047
H -0.619 1.434 1.359
H -0.141 -0.566 0.419
H -0.338 0.688 -2.186
H 0.838 -0.463 -1.420
H -3.173 -1.505 -1.642
H -2.220 -1.274 -0.473
O -3.085 -1.643 -0.707
H 3.410 0.285 0.048
H 1.740 1.174 -0.330
O 2.662 0.499 0.620
H 1.976 -0.708 1.394
H 2.090 -2.127 2.040
O 1.460 -1.530 1.649
```

Results
* total charge: -1
* HOMO energy: -4.670 eV
* lowest unoccupied orbital energy: 3.90 eV

No. 15
Density functional theory data (wB97M-V/def2-TZVPD) for C2H12NOSn as an isolated structure at a distorted geometry.

```
17
Properties=species:S:1:pos:R:3
C -2.388 -1.280 -0.887
Sn -1.084 -0.389 0.478
N -0.058 0.963 -1.293
H -0.959 -0.827 2.012
H -2.249 1.011 0.364
H -3.179 -1.637 -0.233
H -1.632 -1.996 -1.380
H -2.624 -0.364 -1.479
H 0.812 0.624 -1.610
H 0.039 1.952 -1.114
H -0.743 0.850 -2.015
C 2.433 0.411 1.461
O 1.545 -0.225 0.526
H 2.530 1.449 1.179
H 3.431 -0.027 1.514
H 2.001 0.380 2.450
H 2.124 -0.895 0.027
```

Results
* total charge: -1
* HOMO energy: 0.037 eV
* lowest unoccupied orbital energy: 3.72 eV

No. 16
Density functional theory data (wB97M-V/def2-TZVPD) for a 2-piece molecular cluster, C2H12NSi2 overall at a distorted geometry.

```
17
Properties=species:S:1:pos:R:3
C 0.057 -0.903 1.155
C -1.472 0.641 -0.152
N -0.072 0.022 -0.033
Si 0.521 -0.803 -1.555
Si 1.108 1.507 0.436
H -0.367 -0.451 2.059
H -0.622 -1.872 1.031
H 1.077 -1.281 1.128
H -1.455 1.285 -1.014
H -2.212 -0.205 -0.325
H -1.611 1.182 0.783
H 0.199 -3.006 -0.783
H -0.703 -1.023 -2.338
H 1.844 -0.234 -1.724
H -0.041 2.157 1.299
H 1.395 2.076 -0.866
H 2.356 0.907 0.899
```

Results
* total charge: +1
* HOMO energy: -13.392 eV
* lowest unoccupied orbital energy: -4.48 eV

No. 17
Density functional theory data (wB97M-V/def2-TZVPD) for a 4-piece molecular cluster, C2H12O3S overall at a distorted geometry.

```
18
Properties=species:S:1:pos:R:3
C 1.016 -1.892 0.780
C 0.106 -0.965 1.502
S 0.459 0.941 1.991
H 1.965 -2.167 1.263
H 1.248 -1.567 -0.259
H 0.508 -2.856 0.683
H -0.950 -0.958 1.168
H 0.061 -1.185 2.566
H 1.377 1.166 0.906
O -0.654 1.195 -2.121
H -0.595 2.123 -2.554
H -1.135 1.361 -1.325
O -2.548 0.724 -0.031
H -2.933 0.266 -0.809
H -3.259 1.402 -0.082
O 1.870 0.938 -0.865
H 1.123 1.157 -1.438
H 2.341 0.317 -1.374
```

Results
* HOMO energy: -8.134 eV
* lowest unoccupied orbital energy: 0.27 eV
* SMILES string: CCS.O.O.O

No. 18
Density functional theory data (wB97M-V/def2-TZVPD) for a 4-piece molecular cluster, C2H12O3S2 overall at a distorted geometry.

```
19
Properties=species:S:1:pos:R:3
C -3.353 0.837 1.167
C -1.961 0.419 1.573
S -1.283 -0.846 0.457
S -2.098 -2.746 1.047
H -3.389 1.347 0.201
H -3.640 1.454 2.024
H -3.921 -0.070 0.975
H -1.729 -0.067 2.530
H -1.332 1.348 1.520
H -3.125 -2.686 0.235
O 3.084 -0.860 0.697
H 3.147 -1.148 1.612
H 3.416 -1.646 0.250
O 4.351 0.706 -2.144
H 4.050 0.360 -1.296
H 3.627 1.250 -2.473
O 1.353 1.160 -2.713
H 1.848 0.765 -3.434
H 0.955 0.425 -2.230
```

Results
* HOMO energy: -9.204 eV
* lowest unoccupied orbital energy: 0.23 eV
* SMILES string: CCSS.O.O.O

No. 19
Density functional theory data (wB97M-V/def2-TZVPD) for C2H12O4Rb as an isolated structure at a distorted geometry.

```
19
Properties=species:S:1:pos:R:3
Rb -19.631 18.801 -5.723
O -17.119 19.977 -4.694
H -16.826 20.769 -5.158
H -16.318 19.451 -4.585
O -20.655 17.795 -3.241
H -20.190 16.949 -3.224
H -21.530 17.594 -2.888
O -19.493 21.563 -6.821
H -19.080 21.854 -7.643
H -19.070 22.096 -6.136
C -19.436 15.596 -8.367
C -18.070 15.995 -7.815
O -18.043 17.446 -7.801
H -19.420 14.528 -8.627
H -19.638 15.975 -9.371
H -20.258 15.761 -7.676
H -17.213 15.543 -8.306
H -18.091 15.783 -6.744
H -17.741 17.809 -8.639
```

Results
* total charge: +1
* HOMO energy: -13.927 eV
* lowest unoccupied orbital energy: -3.14 eV

No. 20
Density functional theory data (wB97M-V/def2-TZVPD) for a 3-piece molecular cluster, C2H13N2O2 overall at a distorted geometry.

```
19
Properties=species:S:1:pos:R:3
C -0.805 1.150 1.519
N -1.731 -0.039 1.262
C 0.150 1.261 0.303
N -0.408 0.568 -0.901
H -1.420 2.063 1.601
H -0.228 1.251 2.441
H -2.627 0.277 1.612
H -1.280 -0.672 1.943
H 0.267 2.313 0.075
H 1.110 0.820 0.501
H -0.234 1.027 -1.804
H -1.345 0.171 -0.758
H 0.217 -0.232 -1.030
H -0.184 -1.880 -2.531
H -1.472 -2.296 -1.835
O -0.563 -2.031 -1.654
H 3.708 -0.678 -0.633
H 3.155 0.301 0.404
O 2.975 -0.548 -0.018
```

Results
* total charge: +1
* HOMO energy: -14.715 eV
* lowest unoccupied orbital energy: -3.15 eV

Summary of relative energy (zero: lowest compared OMol25 entry of this formula, charge and spin) in eV
0.918 1.041 1.202 1.342 3.126 1.514 0.786 0.989 0.000 0.337 0.635 1.090 1.863 0.293 0.775 3.996 1.330 1.034 0.109 1.240
(order as listed above)